(1)
Formula: CH6S2
Source: the Open Molecules 2025 dataset
Level of theory: ωB97M-V with the def2-TZVPD basis set

Results
- Gap between HOMO and LUMO (alpha / beta): 2.877 / 5.927 eV
- ⟨S²⟩: 0.754
- Spin multiplicity: 2
- Largest force on an atom: 2.7 eV/A
- Net charge: -1

Geometry as XYZ:
```
9
CH6S2 | the Open Molecules 2025 dataset | ωB97M-V with the def2-TZVPD basis set
C 2.341 -4.600 0.345
H 3.342 -4.248 0.538
H 1.626 -3.808 0.087
H 1.950 -4.939 1.292
H 2.434 -5.415 -0.343
S -1.913 5.226 -0.481
S -3.654 6.571 -1.004
H -1.628 5.659 0.755
H -4.499 5.553 -1.189
```

These are the Mulliken partial charges, in e, on atoms 1 to 5: number 1, C, carries -0.935; number 2, H, carries 0.233; number 3, H, carries 0.233; number 4, H, carries 0.241; number 5, H, carries 0.227

---

(2)
Formula: CH6S2
Source: the Open Molecules 2025 dataset
Level of theory: ωB97M-V with the def2-TZVPD basis set

Results
- Gap between HOMO and LUMO (alpha / beta): 7.228 / 2.662 eV
- ⟨S²⟩: 0.754
- Spin multiplicity: 2
- Largest force on an atom: 3.1 eV/A
- Net charge: +1

Geometry as XYZ:
```
9
CH6S2 | the Open Molecules 2025 dataset | ωB97M-V with the def2-TZVPD basis set
S -1.768 2.323 -2.128
H -2.891 2.330 -2.674
H -1.903 3.648 -1.810
C 0.607 -1.597 0.915
S 1.874 -0.286 1.661
H 0.931 -2.455 0.260
H 0.311 -2.096 1.827
H -0.257 -1.069 0.404
H 3.097 -0.799 1.544
```

These are the Mulliken partial charges, in e, on atoms 1 to 5: number 1, S, carries -0.300; number 2, H, carries 0.136; number 3, H, carries 0.165; number 4, C, carries -0.638; number 5, S, carries 0.308

---

(3)
Formula: CH7F2N3P2
Source: the Open Molecules 2025 dataset
Level of theory: ωB97M-V with the def2-TZVPD basis set

Results
- Gap between HOMO and LUMO: 9.790 eV
- Largest force on an atom: 3.2 eV/A

Geometry as XYZ:
```
15
CH7F2N3P2 | the Open Molecules 2025 dataset | ωB97M-V with the def2-TZVPD basis set
C 2.129 -0.638 -0.905
N -1.372 0.195 -0.780
N -0.473 1.359 1.570
N 1.203 -0.448 0.229
F -2.473 -1.281 0.984
F 0.688 1.964 -0.688
P -2.799 0.103 0.074
P -0.072 0.652 0.047
H 2.886 0.177 -0.935
H 2.789 -1.460 -0.718
H 1.696 -0.671 -1.970
H -1.516 1.181 1.494
H -0.090 0.755 2.286
H 0.720 -1.350 0.334
H -3.317 -0.536 -1.021
```

These are the Mulliken partial charges, in e, on atoms 1 to 5: number 1, C, carries -0.842; number 2, N, carries -0.343; number 3, N, carries -0.626; number 4, N, carries -0.414; number 5, F, carries -0.342

---

(4)
Formula: CH7F2N3P2
Source: the Open Molecules 2025 dataset
Level of theory: ωB97M-V with the def2-TZVPD basis set

Results
- Gap between HOMO and LUMO (alpha / beta): 7.820 / 7.824 eV
- Largest force on an atom: 3.1 eV/A

Geometry as XYZ:
```
15
CH7F2N3P2 | the Open Molecules 2025 dataset | ωB97M-V with the def2-TZVPD basis set
C -1.612 0.072 -0.771
N 1.332 0.209 -1.187
N 1.606 -0.144 1.604
N -0.800 -0.388 0.340
F 4.115 1.022 0.372
F 1.060 -2.069 0.250
P 3.851 -0.337 -0.472
P 0.859 -0.434 0.131
H -2.548 -0.487 -0.799
H -1.838 1.142 -0.721
H -1.050 -0.115 -1.683
H 1.204 -0.613 2.401
H 1.884 0.808 1.786
H -1.127 -0.091 1.249
H 4.120 0.296 -1.697
```

These are the Mulliken partial charges, in e, on atoms 1 to 5: number 1, C, carries -0.832; number 2, N, carries -0.695; number 3, N, carries -0.548; number 4, N, carries -0.269; number 5, F, carries -0.246

---

(5)
Formula: CH7IN7O
Source: the Open Molecules 2025 dataset
Level of theory: ωB97M-V with the def2-TZVPD basis set

Results
- Gap between HOMO and LUMO (alpha / beta): 5.937 / 5.938 eV
- Largest force on an atom: 2.4 eV/A
- Net charge: +1

Geometry as XYZ:
```
17
CH7IN7O | the Open Molecules 2025 dataset | ωB97M-V with the def2-TZVPD basis set
C -0.606 3.113 0.670
N -1.162 0.770 1.558
N -1.482 -1.242 0.481
N -1.219 -0.260 1.090
N -0.938 -2.485 0.587
N 0.426 -2.650 0.628
N 1.089 -2.334 -0.560
N 1.143 -1.010 -0.842
O -0.123 2.927 -0.490
I 2.405 0.266 0.447
H 0.101 3.138 1.493
H -1.656 3.310 0.853
H -1.391 -3.114 -0.072
H 0.825 -2.169 1.444
H 1.922 -2.911 -0.674
H 1.523 -0.869 -1.776
H -0.752 2.933 -1.238
```

These are the Mulliken partial charges, in e, on atoms 1 to 5: number 1, C, carries 0.065; number 2, N, carries -0.828; number 3, N, carries -0.385; number 4, N, carries 1.091; number 5, N, carries -0.151

---

(6)
Formula: CH7N2O
Source: the Open Molecules 2025 dataset
Level of theory: ωB97M-V with the def2-TZVPD basis set

Results
- Gap between HOMO and LUMO: 6.802 eV
- Largest force on an atom: 5.5 eV/A
- Net charge: -1

Geometry as XYZ:
```
11
CH7N2O | the Open Molecules 2025 dataset | ωB97M-V with the def2-TZVPD basis set
N -1.509 -1.515 1.429
H -1.862 -0.752 0.732
H -0.716 -1.048 1.864
H -1.249 -2.348 1.048
N 1.251 0.590 0.120
C 0.359 0.818 -1.109
O 1.029 1.023 -2.215
H 1.892 -0.091 -0.293
H 1.541 1.504 0.338
H -0.402 0.074 -1.144
H -0.334 1.746 -0.771
```

These are the Mulliken partial charges, in e, on atoms 1 to 5: number 1, N, carries -0.737; number 2, H, carries 0.245; number 3, H, carries 0.271; number 4, H, carries 0.194; number 5, N, carries -0.627

---

(7)
Formula: CH7N2O
Source: the Open Molecules 2025 dataset
Level of theory: ωB97M-V with the def2-TZVPD basis set

Results
- Gap between HOMO and LUMO: 12.324 eV
- Largest force on an atom: 1.6 eV/A
- Net charge: +1

Geometry as XYZ:
```
11
CH7N2O | the Open Molecules 2025 dataset | ωB97M-V with the def2-TZVPD basis set
O -0.634 2.099 1.110
H 0.538 0.388 0.914
H -0.472 2.779 1.789
H -0.985 2.634 0.417
N 0.079 -0.478 0.611
C 0.725 -0.940 -0.739
N -0.087 -1.385 -1.532
H -0.848 -0.267 0.261
H -0.043 -1.175 1.346
H 1.773 -0.689 -0.717
H 0.101 -1.545 -2.506
```

These are the Mulliken partial charges, in e, on atoms 1 to 5: number 1, O, carries -0.638; number 2, H, carries 0.392; number 3, H, carries 0.326; number 4, H, carries 0.320; number 5, N, carries -0.388

---

(8)
Formula: CH7N2O
Source: the Open Molecules 2025 dataset
Level of theory: ωB97M-V with the def2-TZVPD basis set

Results
- Gap between HOMO and LUMO: 11.728 eV
- Largest force on an atom: 5.7 eV/A
- Net charge: +1

Geometry as XYZ:
```
11
CH7N2O | the Open Molecules 2025 dataset | ωB97M-V with the def2-TZVPD basis set
O 1.230 -1.848 -0.390
H 0.820 0.038 -0.288
H 0.906 -2.852 -0.543
H 2.069 -1.681 -0.749
N 0.351 0.228 0.651
C -0.884 1.097 0.460
N -1.294 1.114 -0.701
H 1.161 0.732 1.078
H 0.289 -0.719 1.170
H -1.157 1.677 1.195
H -2.027 1.611 -1.152
```

These are the Mulliken partial charges, in e, on atoms 1 to 5: number 1, O, carries -0.651; number 2, H, carries 0.410; number 3, H, carries 0.341; number 4, H, carries 0.317; number 5, N, carries -0.457

---

(9)
Formula: CH7N2OPSi
Source: the Open Molecules 2025 dataset
Level of theory: ωB97M-V with the def2-TZVPD basis set

Results
- Gap between HOMO and LUMO: 6.042 eV
- Largest force on an atom: 3.8 eV/A

Geometry as XYZ:
```
13
CH7N2OPSi | the Open Molecules 2025 dataset | ωB97M-V with the def2-TZVPD basis set
C -0.363 -0.148 -0.127
N 0.286 -1.343 -0.132
N -1.698 -0.230 0.086
O 0.487 0.872 0.054
Si 2.094 1.248 0.025
P -3.213 0.604 -0.164
H 1.141 -1.220 0.321
H -0.292 -2.135 0.170
H -1.837 -1.201 0.055
H 2.826 0.372 -0.896
H 2.386 2.566 -0.521
H 2.146 1.225 1.470
H -3.964 -0.610 -0.341
```

These are the Mulliken partial charges, in e, on atoms 1 to 5: number 1, C, carries 0.770; number 2, N, carries -0.484; number 3, N, carries -0.214; number 4, O, carries -0.239; number 5, Si, carries 0.267

---

(10)
Formula: CH7N2P3
Source: the Open Molecules 2025 dataset
Level of theory: ωB97M-V with the def2-TZVPD basis set

Results
- Gap between HOMO and LUMO (alpha / beta): 6.382 / 6.380 eV
- Structure (SMILES): [H]/P=N\P(C)NP
- Largest force on an atom: 6.1 eV/A

Geometry as XYZ:
```
13
CH7N2P3 | the Open Molecules 2025 dataset | ωB97M-V with the def2-TZVPD basis set
H -2.925 -1.765 0.579
P -3.306 -0.305 0.320
N -1.861 0.357 0.179
P -0.447 0.158 -0.575
C 0.696 2.014 -0.021
N 0.483 -0.815 0.550
P 2.021 -1.502 0.105
H -0.070 2.299 0.671
H 0.708 2.355 -1.090
H 1.511 1.464 0.211
H -0.256 -1.410 0.890
H 2.023 -0.491 -0.917
H 1.421 -2.358 -0.901
```

These are the Mulliken partial charges, in e, on atoms 1 to 5: number 1, H, carries -0.001; number 2, P, carries 0.047; number 3, N, carries -0.110; number 4, P, carries 0.204; number 5, C, carries -0.967

---

(11)
Formula: CH7N2S
Source: the Open Molecules 2025 dataset
Level of theory: ωB97M-V with the def2-TZVPD basis set

Results
- Gap between HOMO and LUMO: 6.659 eV
- Largest force on an atom: 1.6 eV/A
- Net charge: -1

Geometry as XYZ:
```
11
CH7N2S | the Open Molecules 2025 dataset | ωB97M-V with the def2-TZVPD basis set
S 2.218 0.859 -2.596
H 0.895 0.733 -2.453
N 0.777 -0.002 0.370
C -0.453 0.017 1.105
N -1.590 -0.545 0.362
H 0.750 -0.248 -0.603
H 1.462 0.646 0.706
H -0.778 1.002 1.464
H -0.426 -0.614 2.002
H -1.370 -1.540 0.269
H -1.485 -0.308 -0.626
```

These are the Mulliken partial charges, in e, on atoms 1 to 5: number 1, S, carries -0.843; number 2, H, carries -0.102; number 3, N, carries -0.402; number 4, C, carries -0.185; number 5, N, carries -0.700

---

(12)
Formula: CH7N2S
Source: the Open Molecules 2025 dataset
Level of theory: ωB97M-V with the def2-TZVPD basis set

Results
- Gap between HOMO and LUMO: 6.921 eV
- Largest force on an atom: 0.6 eV/A
- Net charge: -1

Geometry as XYZ:
```
11
CH7N2S | the Open Molecules 2025 dataset | ωB97M-V with the def2-TZVPD basis set
S -0.695 -3.296 -0.463
H 0.497 -3.599 -1.005
N -0.503 0.070 -0.573
C -0.119 0.622 0.691
N 0.796 1.771 0.621
H -0.527 -0.947 -0.656
H -0.838 0.662 -1.309
H -0.966 0.954 1.318
H 0.361 -0.177 1.252
H 1.621 1.471 0.106
H 0.373 2.470 0.019
```

These are the Mulliken partial charges, in e, on atoms 1 to 5: number 1, S, carries -0.890; number 2, H, carries -0.029; number 3, N, carries -0.310; number 4, C, carries -0.173; number 5, N, carries -0.681

---

ΔE to the lowest compared entry with this formula, charge and spin (computed, eV): 0.093; 1.183; 0.167; 2.374; 0.717; 0.981; 1.714; 2.677; 2.696; 1.868; 0.667; 0.340